11
Properties=species:S:1:pos:R:3 method="wB97M-V/def2-TZVPD" homo_ev=-9.27 largest_force_ev_per_a=6.1 mol_weight_g_mol=130.143 e_above_lowest_kcal_mol=46.59 smiles="O=C1C=C/C(=C/F)S1"
H 0.026 -2.260 -1.034
O -0.509 -2.846 1.421
C 0.397 1.998 -0.056
C -0.206 0.824 0.189
C -0.589 -1.660 0.953
C -0.167 -1.430 -0.508
H 1.267 2.432 -0.906
S -0.787 0.136 1.645
C -0.007 -0.132 -0.812
F 0.450 2.898 1.028
H 0.126 0.041 -1.920